Formula: C21H43F3GaO10S5
Source: the Open Molecules 2025 dataset
Level of theory: ωB97M-V/def2-TZVPD

Values from the calculation:
Orbital gap (eV): 7.26
Relative energy (zero: lowest compared OMol25 entry of this formula, charge and spin) (kcal/mol): 0.0
LUMO energy (eV): 1.6

Structure (ORCA input):
```
! RIJCOSX wB97M-V def2-TZVPD def2/J DEFGRID3
* xyz -1 1
Ga 5.656 5.806 5.410
S 0.310 -0.999 -2.934
S 2.961 0.533 1.171
S -4.236 -0.914 0.465
S 1.174 -5.126 -5.831
S -2.270 2.629 4.803
F 4.218 6.336 2.895
F 5.033 4.344 2.913
F 3.251 4.783 4.050
O -3.332 3.588 4.620
O 1.575 -3.867 -6.409
O -3.694 -0.352 1.679
O -4.739 -2.265 0.487
O 2.187 -6.022 -5.330
O 3.720 0.190 -0.018
O -1.278 2.459 3.773
O -0.071 -0.258 -1.758
O -0.687 -1.802 -3.610
O 2.970 -0.401 2.274
C 1.272 0.877 0.712
C -1.368 -5.463 -5.105
C -3.061 -0.689 -0.879
C -4.707 1.136 -1.097
C -1.411 2.921 6.363
C -3.746 0.236 -1.887
C 2.888 -1.415 -3.460
C 2.105 3.030 1.478
C -0.068 -4.862 -4.563
C -5.484 0.206 -0.173
C 4.500 5.303 3.756
C -0.981 -6.599 -6.063
C 2.569 0.066 -3.698
C 0.113 -6.031 -6.961
C -2.929 1.021 5.229
C -1.734 1.714 7.249
C 0.888 2.097 1.540
C 3.354 2.187 1.755
C 1.094 0.121 -4.088
C 1.778 -1.974 -2.564
C -1.987 0.520 6.317
H 6.898 6.622 4.822
H 1.277 1.101 -0.351
H -2.632 1.915 7.837
H -0.353 2.989 6.119
H -2.416 -0.327 6.850
H -0.016 2.569 1.159
H -0.919 1.520 7.945
H -2.814 -1.669 -1.276
H 1.543 -3.018 -2.757
H -0.279 -5.310 -7.678
H 0.681 -0.018 0.893
H 0.279 -5.376 -3.668
H 2.739 0.635 -2.781
H -1.759 3.872 6.758
H 0.692 1.805 2.573
H 2.903 -1.953 -4.410
H 2.040 3.842 2.200
H -0.591 -7.451 -5.501
H -1.048 0.190 5.866
H -3.000 0.816 -2.427
H 0.916 -0.274 -5.088
H 6.099 4.412 6.060
H -4.143 1.857 -0.503
H 3.857 -1.541 -2.981
H 0.725 -6.773 -7.469
H 2.182 3.477 0.483
H -4.303 -0.352 -2.619
H 3.579 2.115 2.817
H -1.831 -6.946 -6.649
H -0.142 -3.792 -4.386
H 4.239 2.535 1.231
H -5.962 0.692 0.675
H -3.941 1.180 5.604
H -2.169 -0.232 -0.457
H -2.001 -5.812 -4.291
H 4.696 6.669 6.350
H 1.987 -1.824 -1.505
H 3.195 0.494 -4.480
H -2.956 0.427 4.319
H -1.925 -4.699 -5.650
H -6.207 -0.402 -0.718
H -5.377 1.692 -1.752
H 0.628 1.097 -3.972
*
```


Formula: C21H43F6N2OSi4SnTe
Source: the Open Molecules 2025 dataset
Level of theory: ωB97M-V/def2-TZVPD

Values from the calculation:
Orbital gap (eV): 7.61
LUMO energy (eV): -3.2

Structure (ORCA input):
```
! RIJCOSX wB97M-V def2-TZVPD def2/J DEFGRID3
* xyz 1 1
Te 0.664 -2.525 2.247
Sn 0.999 -0.517 0.332
Si -2.842 0.409 0.930
Si -1.153 0.421 -0.723
Si -1.602 -1.228 -2.361
Si -0.862 2.582 -1.616
F 1.550 -3.117 -2.860
F 4.015 -4.282 -0.875
F 3.693 -2.849 0.718
F 1.998 -3.782 -0.265
F 2.767 -1.529 -3.702
F 3.621 -3.491 -3.373
O 2.295 -1.133 -1.068
N 2.343 1.666 -0.568
N 2.737 0.152 1.718
C 3.211 -2.105 -1.462
C -3.415 -1.003 -2.788
C -3.322 -1.367 1.286
C -0.194 -1.311 3.759
C -2.024 -0.889 5.270
C -1.475 -1.606 4.216
C -1.360 -2.925 -1.604
C -2.246 1.367 2.427
C -0.558 -0.908 -3.878
C 0.538 -0.312 4.397
C 3.805 1.046 1.230
C 3.229 -3.286 -0.478
C -4.363 1.275 0.260
C 0.336 2.545 -3.075
C 4.627 -1.545 -1.569
C -1.307 0.135 5.870
C -0.021 0.419 5.436
C -2.501 3.185 -2.289
C -0.295 3.759 -0.255
C 2.779 -2.583 -2.867
C 3.189 2.212 0.490
H 4.985 -1.255 -0.585
H -3.979 -1.411 2.158
H 4.443 1.376 2.051
H -0.408 -3.041 -1.085
H -1.168 4.110 0.298
H -5.169 1.142 0.987
H 0.377 3.305 0.473
H 2.308 0.526 2.563
H 0.479 -0.687 -3.634
H -3.695 -1.722 -3.563
H 3.979 2.873 0.124
H -2.984 1.310 3.230
H 0.196 4.640 -0.676
H -0.967 -0.060 -4.432
H 0.558 1.192 5.925
H -1.399 -3.692 -2.381
H -4.705 0.863 -0.691
H -1.738 0.694 6.689
H -2.040 -2.407 3.762
H 2.559 2.800 1.163
H -3.628 -0.005 -3.174
H 4.616 -0.678 -2.227
H -3.884 -1.762 0.436
H -2.125 2.421 2.165
H 3.104 -0.760 1.990
H 0.794 3.525 -3.231
H -2.470 -2.023 1.456
H 5.312 -2.286 -1.977
H -3.016 -1.136 5.625
H -3.264 3.299 -1.519
H 1.573 -0.138 4.132
H -2.889 2.516 -3.058
H 1.837 2.404 -1.041
H -1.300 1.003 2.828
H 4.416 0.467 0.539
H -2.348 4.164 -2.752
H -4.216 2.347 0.134
H -0.236 2.314 -3.975
H 2.896 1.180 -1.268
H -0.567 -1.775 -4.542
H -2.158 -3.129 -0.889
H 1.128 1.799 -3.013
H -4.059 -1.184 -1.927
*
```


Formula: C21H43GaN2P3Se
Source: the Open Molecules 2025 dataset
Level of theory: ωB97M-V/def2-TZVPD

Values from the calculation:
Orbital gap (eV): 6.29
Relative energy (zero: lowest compared OMol25 entry of this formula, charge and spin) (kcal/mol): 0.0
LUMO energy (eV): -9.7

Structure (ORCA input):
```
! RIJCOSX wB97M-V def2-TZVPD def2/J DEFGRID3
* xyz 3 1
Se -2.430 -2.318 -1.367
Ga -0.204 -0.873 0.202
P 1.162 -1.181 -1.777
P 0.604 -2.737 1.588
P -1.899 0.120 1.509
N 1.051 1.135 0.770
N 2.601 2.514 1.445
C -1.845 2.823 -2.851
C -5.895 -3.632 -3.532
C 2.956 -1.033 -1.456
C -5.250 -1.528 -4.532
C 1.193 2.149 -0.178
C -2.554 1.754 -3.295
C -4.825 -3.521 -2.624
C -6.102 -2.636 -4.494
C 2.175 2.998 0.223
C -2.527 1.573 0.609
C -3.274 -1.031 1.832
C -3.943 -2.426 -2.683
C 0.799 0.028 -3.098
C 1.902 1.412 1.761
C -0.197 -4.328 1.150
C 0.355 -2.664 3.396
C 2.165 0.790 3.085
C 0.938 -2.834 -2.523
C 2.378 -3.150 1.414
C -4.157 -1.444 -3.657
C -1.396 0.709 3.162
H -6.574 -4.490 -3.487
H -4.681 -4.297 -1.872
H -1.858 2.422 0.798
H 1.459 -2.844 -3.490
H -0.665 -2.330 3.635
H -2.536 1.408 -0.477
H 3.005 -2.307 1.735
H 3.229 0.022 -1.315
H 2.633 -3.442 0.385
H 3.253 0.635 3.186
H -2.252 3.473 -2.072
H -2.136 -0.812 -1.504
H -1.273 -4.290 1.383
H 0.858 -0.459 -4.084
H 1.842 1.475 3.889
H -3.469 -0.604 -3.724
H 3.347 2.871 2.022
H -0.201 0.468 -2.978
H 2.590 -4.004 2.068
H 1.089 -2.000 3.876
H -0.128 -3.061 -2.668
H -0.670 1.524 3.062
H -5.439 -0.728 -5.244
H 2.595 3.864 -0.253
H 1.372 -3.626 -1.898
H 3.535 -1.436 -2.302
H -4.082 -0.456 2.306
H -3.505 1.470 -2.841
H -3.631 -1.502 0.901
H 3.235 -1.576 -0.543
H -0.047 -4.569 0.083
H -2.219 1.122 -4.121
H 1.532 0.844 -3.066
H -0.991 3.226 -3.398
H -2.964 -1.831 2.521
H 0.278 -5.091 1.772
H 1.646 -0.168 3.205
H -2.275 1.085 3.702
H -0.939 -0.098 3.746
H 0.484 -3.680 3.793
H -6.931 -2.722 -5.204
H -3.538 1.853 0.934
H 0.561 2.188 -1.050
*
```


Formula: C21H43N2NdP3S2
Source: the Open Molecules 2025 dataset
Level of theory: ωB97M-V/def2-TZVPD

Values from the calculation:
Orbital gap (alpha / beta) (eV): 6.37 / 6.58
Expectation value of S²: 3.756
LUMO energy (alpha / beta) (eV): -9.6 / -9.4

Structure (ORCA input):
```
! RIJCOSX wB97M-V def2-TZVPD def2/J DEFGRID3
* xyz 3 4
Nd -0.061 0.097 -0.692
S 0.927 -0.408 1.944
S 1.024 -0.500 -2.984
P -1.578 2.022 0.594
P -1.972 -1.446 1.487
P 2.073 1.953 -0.846
N 0.490 -0.457 4.670
N 0.117 1.500 3.833
C -0.838 3.676 0.731
C 2.681 3.315 0.223
C -3.604 -1.482 0.661
C -2.734 2.092 1.980
C 3.591 1.044 -1.297
C -2.574 -1.107 3.211
C 1.126 -3.323 -0.271
C -1.786 -3.247 1.778
C 1.045 -1.795 4.890
C 1.845 -2.097 -7.221
C 2.352 -2.763 -6.095
C 2.109 -2.310 -4.795
C 0.529 0.244 3.503
C 1.125 -0.915 -7.024
C -0.137 0.296 5.658
C 0.864 -0.445 -5.734
C 1.305 -1.174 -4.615
C 1.600 2.864 -2.366
C 0.190 -3.552 -1.194
C -0.324 1.529 5.138
C -2.720 2.203 -0.831
H 0.779 -0.349 -7.883
H -0.254 -1.036 -2.574
H 2.129 -1.783 4.694
H 0.415 -3.566 -2.264
H -1.893 -1.545 3.951
H 0.959 3.712 -2.093
H -3.342 3.079 -0.613
H -3.458 -1.769 -0.385
H -0.062 3.675 1.509
H 4.252 1.008 -0.421
H -0.863 -3.637 -0.916
H -1.365 -3.418 2.778
H -3.571 -1.563 3.317
H -1.106 -3.690 1.046
H 2.533 -2.802 -3.915
H -3.503 1.314 1.908
H -0.399 -0.127 6.613
H 0.867 -2.031 5.947
H 3.449 3.950 -0.248
H 2.997 -3.625 -6.227
H 0.932 -3.498 0.793
H -0.718 2.410 5.591
H 1.845 3.972 0.502
H -1.632 4.372 1.033
H 0.292 0.471 -5.571
H 3.383 0.018 -1.633
H 4.125 1.529 -2.121
H -2.792 -3.691 1.724
H -3.372 1.320 -0.927
H 3.117 2.900 1.142
H -2.173 2.377 -1.772
H -4.069 -0.491 0.681
H 0.566 -2.548 4.246
H 0.143 2.293 3.193
H 2.519 3.237 -2.839
H 2.128 -2.418 -8.234
H -2.194 2.010 2.931
H 2.130 -2.953 -0.513
H -4.224 -2.229 1.177
H -3.223 3.075 1.941
H 1.047 2.258 -3.102
H -0.401 4.011 -0.218
H -2.657 -0.037 3.413
*
```